119
Properties=species:S:1:pos:R:3:lowdin_charge:R:1 method="wB97M-V/def2-TZVPD" lumo_ev="2.1 / 2.1" charge=-1 s2=12.011 multiplicity=7 orbital_gap_ha="0.2376 / 0.2377"
Eu 0.10 0.05 0.09 1.658
Cl 3.30 0.78 -3.75 0.695
C 1.66 0.40 -4.16 -0.584
C 1.25 0.57 -5.47 -0.142
C -0.05 0.31 -5.83 -0.623
Cl -0.52 0.51 -7.50 0.649
C -0.99 -0.13 -4.89 -0.195
C -2.33 -0.42 -5.18 -0.030
C -3.15 -0.90 -4.19 -0.047
C -2.62 -1.08 -2.91 -0.197
N -1.38 -0.78 -2.59 0.067
C -0.56 -0.32 -3.54 -0.248
C 0.81 -0.04 -3.12 -0.477
O 1.18 -0.21 -1.92 -0.275
H 1.96 0.92 -6.20 0.098
H -2.70 -0.27 -6.19 0.083
H -4.18 -1.13 -4.39 0.098
H -3.24 -1.49 -2.12 0.073
N 1.94 0.22 5.10 0.127
C 2.88 1.20 5.41 -0.251
C 3.24 1.42 6.73 -0.032
C 4.19 2.39 7.05 -0.106
C 4.78 3.14 6.06 -0.105
C 4.41 2.93 4.73 -0.099
C 3.47 1.97 4.41 -0.417
S 3.03 1.72 2.71 0.989
N 1.95 0.47 2.75 -0.300
C 1.54 -0.09 3.81 -0.410
C 0.49 -1.12 3.70 -0.211
C 0.28 -2.04 4.75 -0.006
C -0.80 -2.90 4.68 -0.061
C -1.64 -2.82 3.58 -0.058
C -1.32 -1.93 2.57 -0.164
N -0.28 -1.12 2.61 0.054
H 1.38 -0.12 5.86 0.125
H 2.76 0.86 7.52 0.106
H 4.44 2.56 8.09 0.095
H 5.51 3.89 6.30 0.094
H 4.84 3.52 3.93 0.106
H 0.97 -2.10 5.57 0.111
H -0.97 -3.61 5.47 0.104
H -2.51 -3.45 3.50 0.102
H -1.95 -1.87 1.69 0.072
I -0.59 2.23 2.16 0.195
Br -1.10 2.17 -1.53 0.117
C -2.04 -5.36 -2.46 -0.128
N -1.93 -4.12 -1.74 -0.301
C -2.99 -3.97 -0.77 -0.131
P -0.39 -3.63 -1.17 0.616
O -0.51 -2.40 -0.36 -0.362
N 0.17 -4.92 -0.25 -0.278
C 0.81 -6.08 -0.83 -0.121
C 0.29 -4.85 1.18 -0.101
N 0.51 -3.70 -2.57 -0.289
C 1.93 -3.45 -2.44 -0.079
C -0.01 -3.39 -3.88 -0.104
H -2.94 -5.33 -3.08 0.088
H -2.12 -6.23 -1.80 0.083
H -1.18 -5.50 -3.11 0.059
H -3.95 -3.93 -1.29 0.083
H -2.84 -3.05 -0.22 0.054
H -3.03 -4.81 -0.06 0.086
H 0.74 -6.03 -1.91 0.066
H 0.31 -6.99 -0.48 0.082
H 1.86 -6.13 -0.54 0.089
H -0.02 -3.86 1.53 0.056
H 1.33 -5.00 1.50 0.084
H -0.34 -5.61 1.66 0.084
H 2.25 -3.66 -1.43 0.066
H 2.19 -2.41 -2.68 0.082
H 2.48 -4.10 -3.13 0.091
H -1.08 -3.24 -3.84 0.070
H 0.22 -4.21 -4.58 0.090
H 0.46 -2.48 -4.28 0.082
C 3.02 3.99 -0.29 -0.047
C 1.99 3.08 -0.17 -0.237
N 2.18 1.76 -0.13 -0.048
C 3.43 1.31 -0.23 -0.153
C 4.54 2.14 -0.36 -0.223
C 4.31 3.52 -0.40 -0.023
C 5.89 1.66 -0.61 -0.040
C 6.63 0.71 -0.01 -0.030
C 6.38 -0.08 1.18 -0.285
C 7.07 -1.30 1.32 -0.017
C 6.89 -2.00 2.49 -0.137
N 6.12 -1.55 3.47 0.095
C 5.50 -0.41 3.24 -0.212
N 5.60 0.36 2.17 0.129
H 2.80 5.05 -0.32 0.103
H 0.97 3.43 -0.11 -0.006
H 3.56 0.24 -0.23 0.110
H 5.15 4.20 -0.50 0.114
H 6.36 2.15 -1.45 0.110
H 7.59 0.48 -0.46 0.103
H 7.69 -1.68 0.53 0.105
H 7.38 -2.95 2.67 0.103
H 4.86 -0.05 4.03 0.095
F 1.94 -1.42 0.69 -0.016
B 3.02 -2.25 1.16 -1.342
F 2.95 -2.32 2.53 0.157
F 4.21 -1.72 0.73 0.167
F 2.88 -3.52 0.63 0.130
C -4.92 -0.15 0.05 -0.197
S -3.33 0.67 -0.49 0.754
O -2.35 -0.06 0.37 -0.747
C -3.87 2.22 0.30 -0.452
C -4.27 3.19 -0.60 -0.131
C -4.79 4.39 -0.14 -0.083
C -4.85 4.63 1.22 -0.092
C -4.44 3.65 2.12 -0.086
C -3.97 2.43 1.66 -0.165
H -4.93 -0.18 1.14 0.049
H -4.94 -1.16 -0.34 0.026
H -5.75 0.43 -0.34 0.052
H -4.13 3.02 -1.66 0.092
H -5.14 5.14 -0.84 0.099
H -5.21 5.58 1.59 0.096
H -4.47 3.85 3.18 0.104
H -3.66 1.68 2.36 0.075